No. 1
Formula: C6H11B4Cl9F4O6
Source: the Open Molecules 2025 dataset
Level of theory: ωB97M-V/def2-TZVPD

Geometry as XYZ:
```
40
Properties=species:S:1:pos:R:3:forces:R:3
O 3.069 -1.632 0.559 0.17 0.03 0.42
B 3.340 -0.390 0.053 0.60 0.37 0.46
O 3.921 -0.192 -1.158 -0.31 -0.45 -0.35
O 2.998 0.770 0.752 -0.39 -0.07 -0.47
B 1.812 1.253 0.301 0.66 0.55 1.49
O 1.738 2.306 -0.598 -0.20 -0.54 -0.48
B 0.564 2.384 -1.300 -0.59 1.07 -0.23
Cl 0.408 3.070 -2.923 0.22 0.50 0.66
O -0.593 1.868 -0.735 0.32 -0.98 -1.05
B -0.251 0.622 -0.236 -1.16 0.60 0.94
C -0.849 -0.722 -0.912 -0.42 1.00 1.02
F -2.088 -0.450 -1.389 -0.32 -0.09 -0.19
F -0.052 -1.024 -1.971 -0.10 -0.60 0.14
C -0.933 -1.922 0.020 1.20 -0.50 -1.18
F -1.542 -1.584 1.157 -0.52 0.20 0.52
F -1.609 -2.903 -0.608 -0.58 -0.28 0.06
O 0.653 0.617 0.783 0.53 -0.58 -1.12
H 3.878 -2.133 0.739 -0.36 -0.28 -0.21
H 3.809 -1.006 -1.670 0.42 0.20 -0.19
H 0.065 -2.315 0.208 0.18 0.15 0.37
C -4.227 0.645 1.210 0.06 -0.08 -0.10
Cl -5.682 0.439 0.232 0.02 -0.01 -0.02
Cl -4.525 1.662 2.627 0.07 0.02 0.07
H -3.892 -0.328 1.546 -0.07 0.00 0.05
H -3.465 1.116 0.600 -0.07 0.08 -0.01
C -8.050 3.327 3.535 0.03 0.02 -0.05
Cl -9.295 2.211 2.965 0.01 0.01 -0.05
Cl -7.977 3.381 5.301 0.04 0.04 0.01
H -7.090 2.996 3.160 0.00 -0.09 0.01
H -8.279 4.320 3.167 -0.08 0.00 0.05
C 6.355 -3.879 1.635 0.14 0.00 0.06
Cl 4.986 -4.196 0.554 0.10 -0.11 -0.05
Cl 5.866 -2.910 3.027 0.03 0.01 -0.02
H 6.745 -4.827 1.984 -0.10 -0.03 0.02
H 7.113 -3.338 1.082 -0.06 0.05 -0.03
C 2.592 0.639 -4.853 -0.14 0.19 -0.05
Cl 4.176 -0.032 -4.447 0.03 -0.02 -0.03
Cl 1.336 0.161 -3.702 0.61 -0.31 -0.59
H 2.665 1.721 -4.858 0.03 -0.01 0.10
H 2.310 0.277 -5.834 -0.01 -0.07 0.03
```
Forces are in eV/Å.

The value obtained for the electronic energy is -5327.75970 Eh. As for the net charge: 0. The calculation puts the frontier orbital gap at 0.4012 Ha. The HOMO energy comes out at -0.396 Ha.

natural (NBO) atomic charge list, values in e, 8 entries:
1. O -0.94
2. B 1.26
3. O -0.88
4. O -0.88
5. B 1.31
6. O -0.87
7. B 1.03
8. Cl -0.17

---

No. 2
Formula: C4H7N3
Source: the Open Molecules 2025 dataset
Level of theory: ωB97M-V/def2-TZVPD

Geometry as XYZ:
```
14
Properties=species:S:1:pos:R:3:forces:R:3
N -0.554 -0.642 -2.417 -0.30 0.14 -0.03
C -0.130 -0.385 -1.078 0.17 -0.03 0.18
C 0.974 -0.960 -0.515 0.03 0.03 -0.15
N 1.083 -0.494 0.781 -0.08 0.05 0.11
C 0.060 0.377 1.039 0.04 -0.13 -0.17
N -0.089 0.919 2.331 -0.01 0.14 -0.06
C -0.712 0.481 -0.092 0.00 0.04 0.10
H -0.739 0.227 -2.912 0.05 -0.16 0.08
H -1.422 -1.173 -2.421 0.21 0.11 -0.02
H 1.705 -1.612 -0.969 -0.10 0.02 0.16
H 1.715 -0.838 1.487 -0.12 0.06 -0.19
H 0.657 1.564 2.571 -0.07 -0.07 -0.06
H -0.968 1.417 2.396 0.08 -0.07 0.07
H -1.580 1.118 -0.201 0.10 -0.12 -0.03
```
Forces are in eV/Å.

The value obtained for the electronic energy is -320.88074 Eh. The SMILES is Nc1c[nH]c(N)c1. As for the net charge: 0. The calculation puts the frontier orbital gap at 0.3150 Ha. The HOMO energy comes out at -0.278 Ha. The value obtained for the energy relative to the best compared isomer or geometry (same formula, charge and spin) is 6.7 kJ/mol.

natural (NBO) atomic charge list, values in e, 8 entries:
1. N -0.83
2. C 0.06
3. C -0.10
4. N -0.52
5. C 0.30
6. N -0.82
7. C -0.39
8. H 0.36